Entry 1:
The following is a DFT calculation (ωB97M-V/def2-TZVPD) of a structure of composition C36H44BBaN3O3P.

Summary:
highest occupied orbital energy = -0.3452 hartree
electronic energy = -59314.374 eV
gap between HOMO and LUMO = 6.564 eV
E_LUMO = -2.8 eV
energy relative to the best compared isomer or geometry (same formula, charge and spin) = 0.547 eV

Geometry as ORCA input:
```
! wB97M-V def2-TZVPD RIJCOSX def2/J DEFGRID3
* xyz 1 1
C -4.4631 -2.1657 0.8295
C -3.3699 -2.8044 0.2526
O 4.6325 1.2740 0.7402
C -1.1326 1.8561 -1.7656
C 8.2145 1.9324 -1.1282
C 7.0516 1.6423 -1.8395
P -1.8817 -1.8047 -0.0516
H 2.0565 1.7177 -4.3633
H 2.7175 1.1611 -2.8078
H 0.9987 2.1442 -1.5527
C 0.0488 -3.7516 0.7397
H 1.5807 -5.1551 1.2527
C -0.9710 2.7535 3.2762
C -3.4380 -4.1684 -0.0296
H 0.5461 4.2983 3.2354
C 8.2118 2.0128 0.2605
C 5.9082 1.4391 -1.1000
H -1.4109 0.7972 -1.7219
H 0.8605 -2.3107 -1.3356
C 0.7884 -2.3963 3.0330
H -1.1105 2.7691 2.1927
H -0.2352 -3.3360 -5.3094
H 0.6126 3.2678 4.6627
H -1.9308 4.6637 3.6219
H -2.7591 2.6867 1.0118
H -1.9335 3.5994 5.0234
O -2.1921 -0.7017 3.1097
C -1.8714 -2.9292 -3.9799
C 0.0582 -2.4450 -2.0571
H -2.8570 1.1629 0.1017
C -2.4979 0.6667 3.5096
H -1.8736 2.3475 -2.4132
H 1.0617 -1.8560 3.9296
C 5.9050 1.5185 0.2809
N -1.2232 2.3869 -0.4012
C -0.8864 3.8148 -0.3929
C -1.2888 -2.3572 -1.6996
H -1.2608 0.2715 -3.7972
H 2.3204 -0.0118 -4.0672
H -3.3002 -2.5074 -2.4484
C -0.2603 0.5000 -4.1634
H 7.0334 1.8698 2.0756
Ba 1.0212 0.1442 0.3205
B 3.8171 1.0257 -0.3965
H -3.0593 1.1279 2.6953
H -2.5993 -4.6750 -0.4920
H 9.1371 2.0995 -1.6677
C 2.0139 0.9252 -3.6019
C -2.0352 3.6248 3.9357
H -0.8163 1.2261 4.7629
H 1.2052 2.6650 3.1168
H -0.3226 1.3537 -4.8549
C -0.2664 -1.9184 2.2506
H 9.1324 2.2418 0.7804
H -6.5711 -4.7982 1.0781
H -3.3067 2.7028 -0.6662
H -4.6369 -5.9384 0.0452
C -1.1156 1.3029 3.7105
H 0.3474 2.8805 -2.9947
H 7.0432 1.5794 -2.9191
H 2.2733 -3.9183 3.2869
C 0.2687 1.9852 -2.3578
H -1.5340 4.3789 -1.0783
C -0.5283 -3.0487 -4.3083
H -3.1103 0.6203 4.4044
H 0.0944 -0.3640 -4.7197
N -0.2350 0.3919 2.9501
H 1.4874 -2.8742 -3.5898
C -0.6318 -2.5766 1.0660
C 1.0742 -4.2412 1.5335
C -2.6122 2.2241 0.0376
H -3.0496 3.3054 3.6864
H -4.4122 -1.1060 1.0487
H 0.1500 3.9721 -0.6874
C 1.4599 -3.5531 2.6749
H -0.2151 -4.2838 -0.1643
C -5.6746 -4.2381 0.8482
C -0.9049 -0.6750 2.7525
N 0.6605 0.7763 -3.0638
C -5.6139 -2.8826 1.1291
H -6.4612 -2.3810 1.5770
H -2.6324 -3.1184 -4.7255
C 0.4359 -2.7929 -3.3464
C -2.2470 -2.5805 -2.6919
C 0.4295 3.2722 3.5857
C 7.0460 1.8064 0.9960
H -1.0172 4.2183 0.6103
C -4.5870 -4.8807 0.2670
O 4.6398 1.1420 -1.5378
*
```

Mulliken atomic charge list, values in e, 5 entries: -0.0687 0.1903 -0.8279 -0.5798 -0.5349

***

Entry 2:
The following is a DFT calculation (ωB97M-V/def2-TZVPD) of a structure of composition C36H44BrN3O2P2STc.

Summary:
highest occupied orbital energy (spin up / spin down) = -0.4934 / -0.4934 hartree
electronic energy = -148256.004 eV
gap between HOMO and LUMO (spin up / spin down) = 5.188 / 5.713 eV
E_LUMO (spin up / spin down) = -8.2 / -7.7 eV
energy relative to the best compared isomer or geometry (same formula, charge and spin) = 0.000 eV

Geometry as ORCA input:
```
! wB97M-V def2-TZVPD RIJCOSX def2/J DEFGRID3
* xyz 2 2
H 5.4042 -1.3147 2.0202
H 1.1302 -1.6446 6.7966
O 0.4582 2.2801 0.3328
C 0.8424 -0.4085 2.9875
C -0.1833 -0.2816 3.9285
H -2.9868 1.1122 -3.5892
N -0.7366 -2.2641 -0.9121
H 1.1204 0.9263 6.8493
H 1.8606 -0.5360 3.3250
H 5.8925 0.8982 -1.6701
C -3.4730 -2.0768 -2.4593
C -1.1571 -0.3561 6.2536
C 0.1217 -0.3340 5.4107
H -2.3106 0.1034 4.0655
C 0.3250 4.8615 -0.5957
C -0.9564 6.6802 -1.4804
Tc -0.9185 -0.3646 -0.9265
H -5.2681 -4.6643 -3.7116
H -1.8154 -1.1758 5.9593
H -1.7642 -2.8220 -5.3013
H 1.9111 -1.5948 5.2237
C 2.0387 -0.1914 -1.6716
C 0.9425 -1.5953 5.7247
H -3.4929 -4.5507 -5.4307
C -4.4732 -3.0362 -2.5694
H 5.3811 0.4677 2.0557
C 6.0306 0.8769 -0.5892
H -4.2485 -1.4415 1.2028
C 0.2275 6.1929 -0.9502
H 5.5604 -2.5457 -0.2059
C -4.4895 -3.9169 -3.6414
C -0.7439 3.9806 -0.7678
H 5.5939 1.7821 -0.1640
C 5.4112 -0.3812 0.0463
H 4.0467 -0.1951 -2.3391
H -4.7216 0.7006 -2.0831
C 0.0283 -1.0440 -4.5085
H 0.7531 -0.2319 -4.5628
H 7.1021 0.8913 -0.3922
H -4.5364 -2.7900 0.1051
C -2.0533 5.8444 -1.6106
H -5.2578 -3.1096 -1.8274
C -2.5199 -2.8692 -4.5294
C -1.4613 -0.0539 3.4182
C 0.5831 -0.3591 1.6350
H -2.9940 6.2276 -1.9800
P -3.3434 -0.9806 -0.9999
C 3.3979 -0.2444 -1.4766
C -2.5101 -1.9675 -3.4714
C 0.9393 0.9192 5.7746
C 1.6246 -0.3646 0.5938
N 1.1572 -0.2546 -0.6652
H -1.0407 7.7176 -1.7743
C 2.9830 -0.4086 0.8523
H 6.8536 -0.3977 1.6375
C -0.4475 2.5499 -0.4326
H -0.8920 -0.5009 7.2995
H -2.6397 0.1661 1.6441
H -2.4256 0.5279 -5.1770
H -4.7862 0.8512 -0.3261
C 3.9146 -0.3520 -0.1815
C 5.7698 -0.4086 1.5326
P -1.3060 -0.6057 -3.3504
C -1.9513 4.5114 -1.2477
C -1.6598 -0.0363 2.0546
S -0.7914 -5.0268 -1.0139
H -1.7033 0.5856 6.1792
C -3.5000 -3.8483 -4.6083
H 0.3994 -2.4957 5.4320
H -2.9260 -2.5605 0.7944
H 7.0674 -1.6636 -0.4643
C -3.8061 -2.0457 0.4113
Br -3.5657 3.5226 -1.3038
H 1.9054 0.9334 5.2678
H 1.0757 6.8509 -0.8212
H -1.4229 1.6368 -4.2084
C -2.1205 0.7990 -4.1668
O -1.1217 1.6076 -1.0862
H 0.5253 -1.9570 -4.1801
C -4.7699 0.1394 -1.1520
H 1.6314 -0.0831 -2.6650
H 3.3226 -0.4774 1.8745
H 0.3980 1.8292 5.5117
H 1.2444 4.4643 -0.1876
H -0.3824 -1.1838 -5.5071
N -0.6786 -0.2221 1.1682
C -0.7504 -3.4662 -0.9596
H 5.8170 -1.6388 -1.7057
H -5.6794 -0.4618 -1.1374
C 5.9904 -1.6362 -0.6289
*
```

Mulliken atomic charge list, values in e, 5 entries: 0.4234 0.4633 -0.5094 -0.4357 0.3191

***

Ordered max |F| results: 0.015 0.037; unit hartree/bohr.